No. 1
Here is a 9-piece molecular cluster, C43H110N6O14 overall in a non-equilibrium geometry from the Open Molecules 2025 dataset. Energies are from ωB97M-V/def2-TZVPD.

Values from the calculation:
lowest unoccupied orbital energy: 0.585 eV
ΔE to the lowest compared entry with this formula, charge and spin: 207.4 kcal per mole
total charge: 0
orbital gap: 8.87 eV
calculated total energy: -3085.6477 Eh
SMILES: COC[C@H](C)N.COCCNCCOC.COCCNCCOC.COCCNCCOC.COCCNCCOC.COCCNCCOC.CC(C)O.CC(C)O.CC(C)O

Structure (XYZ):
```
173
Properties=species:S:1:pos:R:3:forces:R:3:mulliken_charge:R:1
C -6.82193 -17.14239 27.58892 -0.2 -0.5 0.1 -0.7065
O -8.13754 -17.50212 27.24061 -1.4 -0.5 -1.1 -0.2924
C -8.36771 -18.79046 26.57667 0.8 0.4 1.3 -0.7565
C -9.82512 -19.05712 26.15008 -1.1 2.0 0.1 0.4350
C -10.95769 -18.90406 27.18923 1.4 0.0 0.2 -1.1134
N -10.01578 -20.23623 25.33971 1.2 -0.2 -0.4 -0.7051
H -6.40733 -17.94599 28.19756 0.4 0.0 0.1 0.2992
H -6.86323 -16.22395 28.17446 -0.2 -0.1 0.1 0.2307
H -6.16522 -16.91961 26.74797 0.0 -0.3 -0.4 0.2765
H -7.66854 -18.92260 25.75096 -0.2 0.3 -0.6 0.3534
H -8.03469 -19.55984 27.27328 -0.1 -0.3 0.4 0.3308
H -10.12311 -18.26492 25.46326 0.6 0.4 -0.2 0.2118
H -11.78081 -18.40755 26.67537 -0.2 -0.4 0.3 0.2649
H -10.58365 -18.23431 27.96359 -0.3 0.0 0.2 0.2956
H -11.20818 -19.87667 27.61275 -0.3 0.2 0.1 0.3215
H -9.48035 -21.00209 25.72296 -0.2 -0.6 0.6 0.2687
H -9.42066 -19.99814 24.55917 -0.2 -0.4 -1.0 0.2857
C -26.74569 -25.95310 32.94982 -0.8 -2.0 -0.1 -0.6317
O -25.79426 -25.67261 31.97351 0.9 0.8 0.7 -0.3592
C -24.76380 -24.69522 32.38527 -2.4 -2.1 -1.5 -0.5673
C -23.72381 -25.25986 33.34302 0.2 0.7 0.1 -0.5108
N -24.11112 -25.13013 34.75450 -0.7 0.0 -1.1 -0.2177
C -23.29581 -25.75886 35.77375 -0.1 -1.2 0.3 -0.6522
C -23.31340 -27.37288 35.80618 0.6 2.7 -1.9 -0.4157
O -22.64966 -27.83121 36.94609 -0.4 -0.3 0.8 -0.3240
C -23.23518 -29.01838 37.44834 -0.7 -0.9 -1.0 -0.7114
H -26.37011 -26.25970 33.92606 0.4 0.7 0.2 0.2021
H -27.18264 -26.88673 32.59556 -0.4 -0.1 -0.1 0.2898
H -27.59520 -25.27415 33.02384 0.3 0.6 0.1 0.2608
H -25.36586 -23.84413 32.70349 0.6 0.4 0.7 0.3321
H -24.45143 -24.49291 31.36077 1.1 0.4 0.4 0.2707
H -22.88501 -24.62516 33.05724 0.9 0.0 0.5 0.3554
H -23.41254 -26.29235 33.18436 -0.4 0.0 -0.6 0.3676
H -24.12187 -24.13133 34.90409 -0.2 0.0 0.6 0.2314
H -23.78427 -25.47945 36.70726 0.4 0.1 0.2 0.3139
H -22.28530 -25.35526 35.71000 0.4 -0.4 0.4 0.2883
H -22.79395 -27.72163 34.91363 0.3 -0.2 -0.1 0.2709
H -24.35345 -27.63001 35.60549 -0.3 -0.4 0.9 0.3095
H -24.30932 -28.95766 37.27328 -0.3 0.1 0.9 0.3281
H -22.95377 -29.35351 38.44664 0.0 1.1 0.2 0.2692
H -23.01197 -29.90863 36.86034 0.6 0.0 -0.6 0.3002
C -18.02322 -10.90627 21.42573 0.1 -0.3 1.4 -0.8308
O -18.39412 -11.83564 20.44884 -0.4 -0.2 -0.2 -0.2934
C -19.66588 -12.42509 20.69022 -0.7 -1.2 -0.9 -0.6357
C -19.89176 -13.67509 19.77078 1.1 1.3 -0.5 -0.7170
N -19.17600 -14.81854 20.25317 2.2 -1.2 0.5 -0.2520
C -17.64233 -14.79442 20.02010 -1.0 -0.7 0.7 -0.4165
C -16.92730 -16.12284 20.50234 -1.1 1.1 1.0 -0.6191
O -17.53295 -17.34442 20.24674 0.2 -1.4 0.0 -0.3442
C -17.44736 -17.89575 18.93371 -2.2 2.4 -0.1 -0.7778
H -18.74919 -10.10562 21.56721 0.0 0.3 -0.3 0.3222
H -17.00971 -10.51600 21.33300 -0.2 0.1 -1.0 0.2815
H -17.94526 -11.40109 22.39381 -0.3 -0.3 0.4 0.3420
H -20.50506 -11.74696 20.53527 0.2 0.6 -0.3 0.4994
H -19.84191 -12.80569 21.69633 0.7 0.1 0.5 0.3225
H -19.51900 -13.47849 18.76554 0.1 0.7 -0.3 0.3542
H -20.95581 -13.82664 19.58929 -0.1 -0.4 0.7 0.4483
H -19.55786 -15.70454 19.95435 0.0 0.1 -0.2 0.2117
H -17.25010 -14.08201 20.74586 0.0 0.2 -0.2 0.2191
H -17.32133 -14.43414 19.04272 -0.4 -0.1 -0.4 0.3231
H -17.08258 -16.00149 21.57438 0.4 -0.3 0.2 0.2880
H -15.85294 -16.19244 20.33205 0.1 0.6 -0.4 0.3649
H -17.66952 -17.03180 18.30733 0.6 0.2 -0.8 0.3053
H -18.43283 -18.35574 18.86047 0.6 -1.3 -0.3 0.3020
H -16.55700 -18.38770 18.54212 0.0 -0.3 0.7 0.3033
C -28.28554 -24.43826 21.05412 -0.8 -1.3 0.4 -0.7369
O -28.89536 -23.56624 20.20560 -1.8 1.6 -2.4 -0.3205
C -30.31639 -23.33934 20.43651 1.0 1.7 0.1 -0.3961
C -30.99979 -22.68509 19.20813 1.1 -1.3 -1.5 -0.9164
N -31.12912 -23.61674 18.04012 -0.6 1.7 1.5 -0.3047
C -32.18775 -24.55639 18.27101 -0.6 -0.4 -0.7 -0.5565
C -32.57645 -25.23942 16.94452 0.2 -0.8 2.4 -0.6969
O -31.50794 -25.95632 16.35496 -0.3 0.8 -1.4 -0.3737
C -30.97104 -27.04616 17.04626 0.1 0.0 0.6 -0.6023
H -28.51799 -24.12311 22.07134 1.0 -0.1 0.5 0.3100
H -27.25874 -24.58784 20.72036 0.1 0.5 0.6 0.2570
H -28.75668 -25.41342 20.93084 -0.1 -0.6 0.2 0.2904
H -30.34633 -22.52553 21.16102 -0.2 -0.1 0.7 0.3356
H -30.77778 -24.22136 20.88066 -0.2 -0.2 -0.4 0.4024
H -30.43404 -21.82402 18.85234 0.7 -0.2 0.2 0.3725
H -31.94956 -22.17781 19.37752 -0.3 -0.7 0.6 0.4391
H -30.22095 -23.99471 17.81105 -0.1 -0.4 0.0 0.2756
H -33.10593 -24.07212 18.60346 -0.1 0.9 -0.4 0.4268
H -32.12474 -25.20776 19.14271 1.0 -0.9 -0.1 0.3092
H -33.03386 -24.44219 16.35861 0.7 -0.4 -0.8 0.3588
H -33.36230 -25.93733 17.23339 -0.4 -0.3 -0.3 0.3939
H -31.71667 -27.68817 17.51524 -0.4 0.0 0.0 0.3109
H -30.29309 -26.70299 17.82775 0.1 0.0 0.3 0.1788
H -30.38479 -27.67293 16.37427 -0.1 0.3 -0.3 0.2429
C -24.31382 -19.68785 15.47435 0.6 0.0 -0.2 -0.7512
O -23.60519 -19.10557 14.35227 0.2 -0.5 2.3 -0.4176
C -24.53649 -18.39674 13.61439 -0.2 0.2 -2.4 -0.2724
C -23.85744 -17.42781 12.60132 0.5 -0.6 0.9 -0.7294
N -24.59004 -17.14622 11.38242 -0.7 -1.5 0.6 -0.3611
C -25.90125 -16.53794 11.53584 -1.0 1.3 0.0 -0.8412
C -27.23380 -17.31218 12.03065 2.8 0.5 -1.3 -0.5212
O -27.53517 -17.16643 13.37749 -0.7 0.3 0.7 -0.3539
C -28.51010 -18.15111 13.75909 1.6 -0.9 0.2 -0.6932
H -24.55947 -18.91271 16.20023 0.3 0.0 0.3 0.3174
H -23.72339 -20.50295 15.89282 0.3 0.4 0.1 0.3091
H -25.27420 -20.15332 15.25280 -0.1 0.0 -0.8 0.2870
H -25.24466 -17.82666 14.21575 -0.2 -0.2 0.2 0.3188
H -24.98128 -19.22556 13.06364 -1.2 0.5 -0.5 0.2502
H -22.89889 -17.86631 12.32385 0.0 -0.2 -0.1 0.4434
H -23.59427 -16.53797 13.17317 -0.1 0.5 0.1 0.2745
H -24.00700 -16.59002 10.77347 -0.2 0.0 0.0 0.2562
H -26.15514 -16.15889 10.54591 -0.2 -0.2 -0.2 0.4354
H -25.76898 -15.61016 12.09246 -0.4 0.2 0.7 0.3796
H -26.96067 -18.33429 11.76833 -0.6 -0.5 0.0 0.3502
H -28.07040 -16.94319 11.43731 0.0 -0.1 -0.3 0.4894
H -27.89740 -18.96117 14.15467 -0.1 -0.5 0.2 0.2007
H -28.98513 -18.59835 12.88592 -0.6 0.4 0.1 0.3569
H -29.17379 -17.87557 14.57866 -0.1 0.6 -0.5 0.2725
C -26.14886 -15.09772 28.74357 0.2 1.3 -0.5 -0.7328
O -24.91336 -14.89422 29.40933 -0.3 0.3 -0.2 -0.3292
C -24.41589 -13.54654 29.24918 0.5 -1.3 1.6 -0.3187
C -23.11519 -13.55531 30.10621 0.0 0.4 -1.5 -0.7416
N -22.55040 -12.22471 30.19522 0.3 0.1 1.9 -0.3789
C -21.92766 -11.71812 29.01382 -0.2 -0.9 0.4 -0.4858
C -21.64631 -10.24741 29.25377 -0.7 2.0 -1.8 -0.6300
O -22.94255 -9.57380 29.52572 0.4 -2.1 0.4 -0.3171
C -23.09009 -8.20734 29.35824 0.9 0.9 -0.4 -0.7790
H -26.88279 -14.44141 29.21122 -0.4 -0.2 0.0 0.3004
H -26.53180 -16.11446 28.65589 0.6 -0.1 0.7 0.2640
H -26.02204 -14.74025 27.72169 -0.2 0.0 -0.4 0.2952
H -24.98279 -12.74682 29.72581 -1.0 -0.3 0.3 0.3084
H -24.39705 -13.23502 28.20481 0.6 -0.4 -0.3 0.3508
H -22.36733 -14.22673 29.68430 0.2 0.2 -0.5 0.3059
H -23.28556 -14.07480 31.04919 -0.5 0.7 0.3 0.3127
H -23.14860 -11.45558 30.46113 -0.8 -0.7 0.7 0.3410
H -22.64153 -11.93317 28.21868 0.3 0.8 -0.9 0.2343
H -21.08030 -12.38695 28.86299 0.6 0.7 -0.5 0.3539
H -21.27871 -9.74838 28.35715 -0.1 -0.3 -0.7 0.4087
H -20.83295 -9.96524 29.92229 -0.5 -0.5 1.0 0.3821
H -22.77765 -7.85883 28.37385 0.4 -0.1 -0.3 0.3035
H -22.50604 -7.65682 30.09574 0.0 0.2 0.2 0.2988
H -24.12371 -7.86386 29.39997 -0.2 -0.7 0.5 0.2537
C -14.21822 -13.28573 28.62937 0.0 -1.2 0.9 -1.1819
C -13.82112 -12.24211 29.71340 -1.2 0.5 -2.6 0.4046
C -12.58920 -12.58919 30.47160 0.3 -0.4 1.4 -1.2612
O -13.61238 -11.01300 29.02777 0.7 0.9 -0.5 -0.5533
H -14.42747 -14.25088 29.09067 -0.2 -0.1 0.4 0.3517
H -13.42036 -13.59573 27.95452 0.4 0.7 -0.1 0.3060
H -15.11100 -13.07585 28.04031 0.1 0.6 0.2 0.3285
H -14.73240 -11.89434 30.19993 0.1 -1.1 1.2 0.2541
H -12.71898 -13.42773 31.15577 -0.1 -0.3 -0.2 0.3518
H -12.24672 -11.78910 31.12784 -0.2 0.3 -0.2 0.3597
H -11.76067 -12.82747 29.80462 -0.1 -0.1 -0.2 0.3177
H -12.78370 -11.08925 28.54915 0.1 0.1 -0.2 0.3222
C -20.35737 -19.84488 26.59527 -0.9 1.8 -1.5 -1.1684
C -20.34243 -19.14735 25.20977 1.3 -0.5 -0.5 0.6228
C -21.45217 -19.43923 24.27640 -2.2 -1.6 -0.4 -1.3919
O -20.20463 -17.75166 25.27775 0.2 0.7 0.7 -0.5379
H -19.40376 -19.57103 27.04665 0.0 -0.7 0.2 0.2993
H -20.59621 -20.88391 26.36838 0.5 -0.1 0.6 0.3452
H -21.15453 -19.37182 27.16873 -0.1 -0.3 0.3 0.3114
H -19.43670 -19.52355 24.73417 0.4 -0.3 -0.2 0.1610
H -22.41271 -19.05217 24.61644 -0.1 0.1 0.4 0.3491
H -21.58440 -20.51650 24.17582 -0.1 -0.3 0.2 0.3295
H -21.44716 -19.14722 23.22625 1.0 0.6 0.0 0.3900
H -20.21073 -17.48947 24.35427 0.1 0.5 0.0 0.2888
C -16.55762 -27.07401 22.62101 1.0 0.0 0.8 -1.3859
C -17.43246 -27.38151 23.76214 -2.2 -0.3 0.7 0.5413
C -17.75595 -26.25053 24.69683 0.7 0.7 0.5 -1.2647
O -18.69434 -27.73260 23.25944 -1.5 -0.9 -1.0 -0.5606
H -15.57593 -27.15476 23.08778 0.6 0.6 -0.8 0.3501
H -16.83731 -26.06731 22.31047 0.5 -0.1 -0.6 0.3525
H -16.67045 -27.87393 21.88924 0.1 0.3 -0.3 0.4191
H -17.08169 -28.26428 24.29672 0.2 0.1 0.3 0.2508
H -16.80457 -25.96101 25.14311 -0.3 0.4 0.8 0.3449
H -18.58204 -26.48277 25.36894 0.7 -0.7 0.6 0.3520
H -18.22696 -25.37585 24.24831 0.6 0.1 -0.9 0.2825
H -18.70337 -27.41754 22.35266 -0.4 -0.1 -0.1 0.3182
```
Forces are in eV/Å.

---

No. 2
Here is a 4-piece molecular cluster, C7H22NO3 overall in a non-equilibrium geometry from the Open Molecules 2025 dataset. Energies are from ωB97M-V/def2-TZVPD.

Values from the calculation:
lowest unoccupied orbital energy: -2.803 eV
ΔE to the lowest compared entry with this formula, charge and spin: 0.0 kcal per mole
total charge: +1
orbital gap: 9.17 eV
calculated total energy: -560.1273 Eh

Structure (XYZ):
```
33
Properties=species:S:1:pos:R:3:forces:R:3:mulliken_charge:R:1
C 0.12240 -2.03705 -0.08351 0.1 0.8 -0.7 -0.8354
C 0.03387 -0.52782 -0.17938 0.7 0.4 0.9 0.0232
C -1.37053 0.06213 -0.21739 0.2 1.2 0.6 -0.8528
C -1.90164 0.39922 1.21164 -0.6 -0.5 -1.1 -0.8537
C -1.05157 1.34805 2.00675 -0.5 0.0 -0.6 -0.5010
C -0.32144 2.33350 1.48051 -0.4 -0.3 1.3 0.1496
C 0.69463 3.03989 2.33592 -0.3 0.6 -0.4 -1.2212
N -0.32343 -2.61484 -1.40983 -0.2 0.5 0.4 -0.0935
H 1.16490 -2.29091 0.05458 0.0 -0.5 0.2 0.3238
H -0.52536 -2.44011 0.68891 0.2 -0.1 0.1 0.3886
H 0.52553 -0.11491 0.70733 -0.4 -0.3 0.6 -0.0697
H 0.79936 -0.08720 -0.82919 -0.6 -0.5 -1.1 0.4260
H -2.14660 -0.51659 -0.71258 0.1 -0.4 -0.2 0.5267
H -1.35033 1.00772 -0.76337 0.1 -0.1 -0.1 0.1728
H -2.05483 -0.54674 1.74012 0.2 0.1 0.2 0.3604
H -2.92109 0.74660 1.00855 0.0 0.3 0.5 0.3622
H -1.11787 1.22635 3.07866 0.6 -0.3 0.2 0.3579
H -0.57890 2.70198 0.49356 0.7 -0.3 -0.3 0.4080
H 1.70132 2.65836 2.15738 0.0 0.0 -0.1 0.2471
H 0.69415 4.10114 2.10420 0.2 0.2 0.0 0.3579
H 0.48181 2.94529 3.39988 -0.1 -0.2 0.0 0.3621
H 0.14395 -2.08308 -2.19688 0.3 -0.7 0.1 0.2008
H -0.12131 -3.60640 -1.46184 0.1 -0.2 -0.2 0.4017
H -1.32972 -2.48625 -1.49748 -0.1 -0.1 -0.1 0.3830
H 1.98909 -1.55775 -3.67374 0.2 0.0 0.0 0.3125
H 0.72948 -0.64542 -3.55657 0.4 -0.1 -0.3 0.3890
O 1.05308 -1.56769 -3.46552 -0.5 0.3 0.2 -0.7088
H 2.46659 -1.33688 3.54293 0.1 -0.4 0.3 0.3276
H 1.28486 -0.87348 2.81314 -0.5 0.2 -0.1 0.3086
O 1.58723 -1.64669 3.29275 0.4 0.3 -0.2 -0.6171
H 1.07991 1.47214 -4.57388 0.0 -0.5 -0.1 0.3157
H 0.09773 1.87105 -3.55078 -0.3 -0.4 0.3 0.3060
O 0.46474 1.06633 -3.94492 0.2 1.0 -0.1 -0.6580
```
Forces are in eV/Å.

---

No. 3
Here is C13H20N3O7SSe3W as an isolated structure in a non-equilibrium geometry from the Open Molecules 2025 dataset. Energies are from ωB97M-V/def2-TZVPD.

Values from the calculation:
lowest unoccupied orbital energy (spin up / spin down): -4.696 / -4.839 eV
ΔE to the lowest compared entry with this formula, charge and spin: 0.0 kcal per mole
total charge: +1
orbital gap (spin up / spin down): 6.14 / 6.27 eV
calculated total energy: -8867.6510 Eh

Structure (XYZ):
```
48
Properties=species:S:1:pos:R:3:forces:R:3:mulliken_charge:R:1
W 0.04463 0.05060 0.32514 0.2 0.6 1.8 1.2594
C 3.28015 1.70862 2.17016 0.0 0.0 0.0 -1.5592
C 2.25017 2.36262 1.25946 0.1 0.0 0.0 1.7750
C 2.31860 3.87471 1.26593 0.0 0.0 0.0 -1.6024
O 0.90856 1.92762 1.63451 -0.1 0.0 -0.2 -0.2364
C 2.41737 1.80296 -0.14534 -0.3 0.1 0.0 -0.1699
O 3.02800 2.28450 -1.03817 0.1 0.0 0.0 -0.4888
O 1.74478 0.61975 -0.26064 0.2 0.1 -0.6 -0.4723
H 3.12853 2.05237 3.19626 0.0 0.0 0.0 0.5050
H 4.28122 2.01051 1.86450 0.0 0.0 0.0 0.4307
H 3.21236 0.62131 2.13824 0.0 0.0 0.0 0.2744
H 2.26603 4.24983 2.28799 0.0 0.0 0.0 0.4384
H 1.50242 4.30067 0.68490 0.0 0.0 0.0 0.2035
H 3.26124 4.19329 0.82432 0.0 0.0 0.0 0.3612
H 0.89362 1.79429 2.59215 0.0 -0.2 0.0 0.2862
C -2.22440 0.34709 3.27696 0.0 0.0 0.0 -1.1006
Se -1.89847 1.31559 1.62157 -0.2 0.1 0.0 0.3108
C -3.45200 0.72258 0.60213 0.0 0.0 0.0 -0.6860
C -3.68732 -0.77436 0.68827 0.0 0.0 0.0 -0.8650
Se -2.04207 -1.83414 0.70864 -0.1 -0.1 0.0 0.2759
C -2.11708 -2.60163 -1.06516 0.0 0.0 0.0 -0.8935
H -3.22718 0.61249 3.60533 0.0 0.0 0.0 0.4148
H -1.49712 0.70418 4.00080 0.0 0.0 0.0 0.3541
H -2.10769 -0.72553 3.15833 0.0 0.0 0.0 0.3705
H -3.23736 1.05780 -0.40984 0.0 0.0 0.0 0.3262
H -4.30443 1.28124 0.98791 0.0 0.0 0.0 0.5771
H -4.28688 -1.11512 -0.15455 0.0 0.0 0.0 0.5845
H -4.21797 -1.03702 1.60091 0.0 0.0 0.0 0.4027
H -2.92514 -3.32736 -1.08729 0.0 0.0 0.0 0.4225
H -1.16250 -3.10211 -1.21292 0.0 0.0 0.0 0.2962
H -2.25413 -1.81224 -1.79793 0.0 0.0 0.0 0.2958
O 0.39276 -0.67889 2.26459 -0.1 0.0 -0.1 -0.5402
S 1.18320 -1.94909 1.83681 0.0 -0.1 -0.1 1.1115
O 0.54744 -3.13334 2.28687 0.0 0.0 0.0 -0.5908
O 0.82203 -1.73709 0.27337 0.0 -0.1 -0.1 -0.5046
O 2.57881 -1.75465 2.01210 0.0 0.0 0.0 -0.5768
Se 0.48878 -1.09283 -3.49424 0.0 0.0 0.0 0.1508
N 0.38667 0.57122 -3.85595 0.0 0.1 0.0 -0.7300
C 0.12096 1.58651 -2.97065 -0.1 0.0 0.0 0.3137
C 0.44205 2.88324 -3.37736 0.0 0.0 0.0 -0.1628
C 0.20169 3.96254 -2.54663 0.0 0.0 0.0 -0.7010
C -0.38303 3.73052 -1.31577 0.0 0.0 0.0 -0.6460
N -0.73598 2.50960 -0.90111 0.1 -0.1 0.0 0.0563
C -0.49791 1.46580 -1.70083 -0.1 -0.2 -0.4 -0.0145
N -0.92214 0.22831 -1.17385 0.2 0.0 -0.4 0.1498
H 0.89430 3.00520 -4.35252 0.0 0.0 0.0 0.5066
H 0.45543 4.96803 -2.84935 0.0 0.0 0.0 0.4491
H -0.60236 4.54336 -0.63414 0.0 0.0 0.0 0.6381
```
Forces are in eV/Å.

---

No. 4
Here is a 2-piece molecular cluster, CH3FNO2S overall in a non-equilibrium geometry from the Open Molecules 2025 dataset. Energies are from ωB97M-V/def2-TZVPD.

Values from the calculation:
lowest unoccupied orbital energy: 3.971 eV
ΔE to the lowest compared entry with this formula, charge and spin: 112.8 kcal per mole
total charge: -1
orbital gap: 7.32 eV
calculated total energy: -743.0670 Eh

Structure (XYZ):
```
9
Properties=species:S:1:pos:R:3:forces:R:3:mulliken_charge:R:1
C -0.48490 -0.52557 0.90035 0.7 -0.4 2.0 -0.3724
N 0.65878 1.00480 -0.99331 -2.1 1.3 1.3 -0.6416
O 1.51707 -1.43672 -0.78320 -0.5 1.2 0.2 -0.6266
O 1.95502 0.23939 1.01703 0.9 0.3 0.1 -0.5898
F -1.25845 -1.05379 -0.12220 -0.7 -1.1 0.1 -0.2145
S 1.05337 -0.33734 0.06333 0.3 -0.1 0.0 0.8694
H 0.19191 -1.64770 2.23053 -1.1 1.3 -2.6 0.0061
H 0.27954 1.81558 -0.33651 1.4 -2.2 -1.3 0.2940
H -0.25401 0.77353 -1.44634 1.0 -0.3 0.1 0.2754
```
Forces are in eV/Å.